No. 1
# C9H14O

A cluster of 2 separate species, C9H14O in total (wB97M-V/def2-TZVPD, the Open Molecules 2025 dataset).

XYZ file:
```
24
C9H14O (wB97M-V/def2-TZVPD)
C 2.528 -1.605 -1.550
C 1.594 -1.224 -0.401
C 1.884 -0.269 0.561
C 0.848 -0.049 1.573
C -0.274 -0.828 1.589
O -1.339 -0.362 2.365
C -0.507 -1.905 0.705
C 0.424 -2.033 -0.338
H 3.292 -0.837 -1.825
H 1.997 -1.826 -2.531
H 3.211 -2.484 -1.394
H 2.833 0.290 0.651
H 1.101 0.644 2.326
H -0.803 0.276 3.015
H -1.261 -2.591 0.846
H 0.341 -2.813 -1.179
C -1.243 1.957 -0.431
C -2.701 2.410 -0.702
H -1.409 1.104 0.172
H -0.706 1.660 -1.364
H -0.646 2.775 0.042
H -2.669 3.485 -0.752
H -3.230 2.179 0.210
H -3.264 2.046 -1.589
```

The value obtained for the HOMO-LUMO gap is 9.37 eV. For the relative energy (zero: lowest compared OMol25 entry of this formula, charge and spin), the calculation gives 1.496 eV. As for the charge: 0. The SMILES is Cc1ccc(O)cc1.CC.

---

No. 2
# C9H14O

A cluster of 2 separate species, C9H14O in total (wB97M-V/def2-TZVPD, the Open Molecules 2025 dataset).

XYZ file:
```
24
C9H14O (wB97M-V/def2-TZVPD)
C -0.538 2.050 -2.266
C -0.853 0.808 -1.475
C -0.549 0.757 -0.146
C -1.054 -0.391 0.577
C -1.547 -1.457 -0.109
O -1.837 -2.484 0.792
C -1.897 -1.404 -1.503
C -1.507 -0.253 -2.150
H -0.531 2.907 -1.582
H -1.205 2.383 -3.043
H 0.514 2.089 -2.626
H 0.211 1.428 0.280
H -1.067 -0.415 1.670
H -2.469 -3.115 0.400
H -2.604 -2.171 -1.759
H -1.787 -0.084 -3.169
C 2.845 -0.577 1.829
C 1.778 0.456 2.210
H 3.858 -0.232 1.875
H 2.914 -1.423 2.528
H 2.599 -1.092 0.877
H 2.305 1.414 2.246
H 1.346 0.230 3.168
H 1.077 0.576 1.376
```

The value obtained for the HOMO-LUMO gap is 9.28 eV. For the relative energy (zero: lowest compared OMol25 entry of this formula, charge and spin), the calculation gives 1.473 eV. As for the charge: 0. The SMILES is Cc1ccc(O)cc1.CC.

---

No. 3
# C9H14O

A cluster of 2 separate species, C9H14O in total (wB97M-V/def2-TZVPD, the Open Molecules 2025 dataset).

XYZ file:
```
24
C9H14O (wB97M-V/def2-TZVPD)
C 2.849 -1.670 -2.141
C 1.770 -0.875 -1.485
C 1.898 -0.436 -0.111
C 1.101 0.500 0.458
C 0.205 1.123 -0.455
O -0.189 2.398 -0.085
C -0.228 0.704 -1.670
C 0.642 -0.371 -2.087
H 2.777 -2.731 -1.958
H 3.844 -1.221 -2.119
H 2.682 -1.708 -3.282
H 2.758 -0.831 0.407
H 0.933 0.706 1.536
H -0.177 2.595 0.856
H -0.945 1.124 -2.330
H 0.345 -0.727 -3.050
C -2.886 0.768 2.591
C -2.245 -0.443 1.804
H -2.199 1.570 2.340
H -3.950 0.924 2.502
H -2.718 0.732 3.675
H -2.979 -0.958 1.199
H -1.567 0.043 1.054
H -1.719 -1.217 2.352
```

The value obtained for the HOMO-LUMO gap is 9.17 eV. For the relative energy (zero: lowest compared OMol25 entry of this formula, charge and spin), the calculation gives 1.937 eV. As for the charge: 0. The SMILES is Cc1ccc(O)cc1.CC.

---

| no. | HOMO energy (eV) | energy (eV) |
| --- | --- | --- |
| 1 | -8.5 | -11606.1412 |
| 2 | -8.4 | -11606.1641 |
| 3 | -8.3 | -11605.6995 |